Record 1
This record from OMol25 describes 9 unconnected molecules or ions with the total composition C43H69F3NO20S in a non-equilibrium geometry. The level of theory is ωB97M-V with the def2-TZVPD basis set.

Spin multiplicity: 1
HOMO energy in eV: -11.14
Total charge: +1
Frontier orbital gap in eV: 8.79

Element x y z (Å)
O  7.9507  -2.6843  1.4787
S  6.5691  -2.0768  1.4669
O  6.7737  -0.5847  1.3622
O  5.8800  -2.4758  2.9267
C  5.6556  -2.7206  0.0017
C  4.0931  -2.9585  0.2465
C  3.2285  -2.5743  -1.0357
C  1.6678  -2.8371  -0.8874
C  0.9978  -2.0489  0.3603
C  1.0328  -3.0542  1.5944
C  -0.3302  -3.8208  1.8993
C  0.0783  -5.1175  2.7505
F  1.0362  -4.7778  3.7374
F  0.7254  -6.0718  1.9424
F  -0.9920  -5.6849  3.4233
C  -0.4477  -1.6196  -0.1431
N  -1.1110  -0.5388  0.6663
C  -0.3061  -0.0219  1.8184
C  1.2716  0.0000  1.5914
O  1.7684  -0.8452  0.5310
H  4.9949  -2.0678  3.0345
H  6.1159  -3.6780  -0.4142
H  5.7308  -1.9126  -0.8046
H  3.7640  -2.3901  1.1789
H  3.9102  -4.0732  0.4395
H  3.4099  -1.4974  -1.3770
H  3.6273  -3.2257  -1.8886
H  1.1832  -2.5188  -1.8774
H  1.4491  -3.9593  -0.8124
H  1.8284  -3.8620  1.4476
H  1.3345  -2.5326  2.5691
H  -0.8090  -4.2409  0.9493
H  -1.0599  -3.2116  2.5132
H  -1.1586  -2.4980  -0.3169
H  -0.2922  -1.1695  -1.2032
H  -2.0532  -0.8800  0.9349
H  -1.2939  0.2708  0.0432
H  -0.6220  -0.6115  2.7442
H  -0.6594  1.0454  2.0204
H  1.7689  -0.3596  2.5607
H  1.5805  1.1041  1.4907
O  -2.6316  0.2920  4.2546
C  -1.9461  0.9560  4.9927
O  -0.6765  1.3362  4.6979
C  -0.1074  2.0171  5.8262
C  -1.2910  2.5099  6.6281
C  -2.3322  1.4401  6.3636
H  0.5094  1.3083  6.3863
H  0.5232  2.8367  5.4802
H  -1.0651  2.6515  7.6854
H  -1.6390  3.4664  6.2274
H  -2.2523  0.6103  7.0700
H  -3.3403  1.8535  6.3659
O  0.0306  -0.5468  -3.6424
C  0.7771  0.3775  -3.4189
O  0.4160  1.5053  -2.7543
C  1.5103  2.4359  -2.7635
C  2.7436  1.5945  -2.9990
C  2.2108  0.4711  -3.8674
H  1.3428  3.1623  -3.5637
H  1.5511  2.9642  -1.8099
H  3.5635  2.1508  -3.4542
H  3.1005  1.1858  -2.0486
H  2.2355  0.7288  -4.9287
H  2.7408  -0.4637  -3.6854
O  2.0286  3.3679  1.3349
C  1.8694  4.2993  2.0856
O  1.2835  4.1935  3.3035
C  1.1540  5.5022  3.8856
C  2.1896  6.3510  3.1873
C  2.2377  5.7320  1.8048
H  0.1374  5.8620  3.7120
H  1.3301  5.4450  4.9611
H  1.9442  7.4134  3.1852
H  3.1606  6.2304  3.6771
H  1.4903  6.1676  1.1371
H  3.2326  5.8018  1.3666
O  4.9414  -3.9278  -3.2579
C  5.8733  -3.3952  -3.8040
O  5.9350  -2.0638  -4.0651
C  7.1236  -1.7800  -4.8181
C  8.0597  -2.9318  -4.5310
C  7.1002  -4.0887  -4.3324
H  6.8576  -1.7138  -5.8769
H  7.5405  -0.8242  -4.4988
H  8.7918  -3.0987  -5.3216
H  8.6050  -2.7438  -3.6014
H  6.8523  -4.5799  -5.2760
H  7.4830  -4.8106  -3.6123
O  -1.2242  7.3938  2.9723
C  -1.4887  7.7070  1.8415
O  -0.5549  8.0307  0.9085
C  -1.2103  8.4592  -0.2938
C  -2.5963  7.8584  -0.2262
C  -2.8723  7.8443  1.2645
H  -1.2308  9.5524  -0.3086
H  -0.6523  8.1053  -1.1616
H  -3.3349  8.4141  -0.8048
H  -2.5746  6.8320  -0.6050
H  -3.3087  8.7851  1.6072
H  -3.5012  7.0024  1.5502
O  -0.8835  -6.4300  -5.5146
C  -1.0549  -5.2419  -5.4711
O  -0.8384  -4.4849  -4.3619
C  -1.2442  -3.1330  -4.6204
C  -1.2113  -2.9886  -6.1246
C  -1.5755  -4.3835  -6.5934
H  -2.2488  -2.9862  -4.2111
H  -0.5581  -2.4439  -4.1279
H  -1.8800  -2.2112  -6.4972
H  -0.1957  -2.7446  -6.4520
H  -2.6563  -4.5162  -6.6711
H  -1.0877  -4.6316  -7.5354
O  -4.5556  3.8279  7.8567
C  -5.4074  3.0613  8.2310
O  -5.8061  1.9654  7.5329
C  -6.9064  1.3426  8.2109
C  -6.8024  1.8067  9.6463
C  -6.2098  3.1944  9.4978
H  -7.8366  1.6659  7.7353
H  -6.8242  0.2586  8.1240
H  -7.7566  1.7906  10.1741
H  -6.1041  1.1663  10.1934
H  -6.9812  3.9538  9.3522
H  -5.5709  3.4516  10.3414
O  -5.7465  -3.7071  -5.6418
C  -5.8523  -3.8818  -6.8258
O  -4.7957  -3.9285  -7.6809
C  -5.2768  -4.0393  -9.0277
C  -6.6729  -4.6074  -8.9055
C  -7.1441  -4.0323  -7.5844
H  -5.2705  -3.0447  -9.4829
H  -4.6178  -4.6935  -9.5998
H  -7.3159  -4.3544  -9.7493
H  -6.6245  -5.6979  -8.8341
H  -7.6008  -3.0478  -7.7081
H  -7.8240  -4.7095  -7.0695

Record 2
This record from OMol25 describes a molecular structure, C43H70B2CaN10O4PS4. The level of theory is ωB97M-V with the def2-TZVPD basis set.

Spin multiplicity: 1
Energy relative to the best compared isomer or geometry (same formula, charge and spin) in kcal per mole: 0.00
HOMO energy in eV: -8.85
Total charge: +1
Frontier orbital gap in eV: 7.30

Element x y z (Å)
Ca  -0.0720  0.0370  0.1032
C  1.2382  -4.0214  3.7797
C  0.8598  -3.8130  2.3406
C  1.8342  -3.5757  1.3766
C  1.4926  -3.3252  0.0568
C  0.1578  -3.3250  -0.3315
C  -0.8254  -3.5747  0.6192
C  -0.4732  -3.8120  1.9412
H  1.2975  -3.0611  4.2978
H  2.2125  -4.5013  3.8667
H  0.5035  -4.6358  4.3004
H  2.8768  -3.5688  1.6695
H  2.2681  -3.1445  -0.6764
H  -0.1112  -3.1788  -1.3703
H  -1.8620  -3.6252  0.3057
H  -1.2350  -4.0282  2.6844
C  3.4737  4.9837  1.6852
C  4.1469  3.7470  1.0933
C  5.6168  4.0649  0.8367
C  4.0598  2.5456  2.0295
N  3.4873  3.4064  -0.2057
C  4.1351  3.3656  -1.4335
C  3.2343  2.9919  -2.3590
N  2.0258  2.8069  -1.7158
B  0.7324  2.2717  -2.3246
N  -0.2556  3.4614  -2.5966
C  0.0204  4.7896  -2.3986
C  -1.1498  5.4621  -2.4214
N  -2.1579  4.5420  -2.6403
C  -1.5792  3.3259  -2.7330
S  -2.2433  1.7550  -3.1198
C  -3.6210  4.8756  -2.6284
C  -4.2931  4.3199  -3.8815
C  -4.2244  4.3120  -1.3439
C  -3.7804  6.3938  -2.6266
N  1.0165  1.4849  -3.5994
C  0.9491  1.9210  -4.9067
C  1.2665  0.8803  -5.6988
N  1.5316  -0.2069  -4.8800
C  1.3760  0.1803  -3.5838
S  1.6257  -0.7480  -2.1667
C  1.9272  -1.5635  -5.3767
C  1.9589  -1.5428  -6.9025
C  0.8881  -2.5886  -4.9254
C  3.3262  -1.8985  -4.8630
C  2.1902  3.0452  -0.3893
S  0.9156  2.9124  0.7388
H  3.9659  5.2416  2.6239
H  2.4193  4.8002  1.8786
H  3.5664  5.8333  1.0058
H  6.0746  4.3155  1.7927
H  5.7438  4.9218  0.1735
H  6.1544  3.2077  0.4295
H  4.5738  2.7772  2.9638
H  4.5401  1.6756  1.5800
H  3.0275  2.2840  2.2506
H  5.1743  3.6027  -1.5480
H  3.3537  2.8312  -3.4159
H  0.1749  1.5700  -1.5493
H  1.0230  5.1421  -2.2375
H  -1.3419  6.5088  -2.2949
H  -4.2905  3.2340  -3.9147
H  -3.8012  4.6951  -4.7799
H  -5.3291  4.6586  -3.8956
H  -4.1715  3.2259  -1.3059
H  -5.2739  4.6038  -1.2834
H  -3.7040  4.7000  -0.4677
H  -3.3116  6.8538  -3.4972
H  -3.3863  6.8485  -1.7178
H  -4.8454  6.6164  -2.6656
H  0.6759  2.9296  -5.1633
H  1.3215  0.8274  -6.7680
H  0.9824  -1.3126  -7.3307
H  2.2412  -2.5382  -7.2418
H  2.6996  -0.8413  -7.2886
H  -0.0992  -2.3205  -5.3062
H  0.8424  -2.6587  -3.8421
H  1.1568  -3.5657  -5.3281
H  4.0450  -1.1531  -5.2078
H  3.6255  -2.8697  -5.2581
H  3.3562  -1.9404  -3.7775
N  -5.1257  0.6675  -1.4696
C  -4.9645  0.3240  -0.0572
P  -3.6065  -0.8483  0.1536
O  -4.1051  -2.1737  -0.5627
O  -2.3390  -0.2742  -0.3864
C  -3.5616  -1.3648  1.9129
N  -3.9804  -2.7706  2.0155
H  -3.2243  1.7039  -2.1971
H  -5.8902  1.3230  -1.5805
H  -5.3666  -0.1572  -2.0091
H  -5.8552  -0.1170  0.4091
H  -4.6922  1.2164  0.5136
H  -4.2330  -0.7115  2.4712
H  -2.5568  -1.1727  2.2931
H  -4.2720  -2.8304  0.1632
H  -4.6774  -2.9016  2.7352
H  -3.1920  -3.3627  2.2407
S  -2.3758  1.9854  1.7254
C  -1.4083  2.8250  2.8241
N  -0.5349  2.2774  3.6690
C  0.3836  3.2630  4.2294
C  -0.2075  4.6007  3.7315
N  -1.3509  4.1637  2.9344
H  -0.2543  1.3118  3.5675
H  1.3913  3.0925  3.8464
H  0.4059  3.2042  5.3166
H  0.5028  5.1492  3.1125
H  -0.5267  5.2392  4.5543
H  -1.7621  4.7256  2.2107
C  5.1104  -1.6358  7.9193
C  4.5154  -0.2943  7.4697
C  3.3847  0.0728  8.4312
C  5.5924  0.7957  7.5620
C  4.0286  -0.4113  6.0240
C  4.9459  -0.7269  5.0163
C  4.5827  -0.8515  3.6779
C  3.2566  -0.6451  3.3646
O  2.6326  -0.6779  2.1489
B  1.2427  -0.3956  2.3587
O  1.1009  -0.1995  3.7730
C  2.3389  -0.3415  4.3485
C  2.6876  -0.2194  5.6767
H  5.4645  -1.5655  8.9501
H  5.9535  -1.9304  7.2938
H  4.3610  -2.4277  7.8677
H  3.7822  0.1552  9.4439
H  2.6018  -0.6879  8.4443
H  2.9314  1.0326  8.1741
H  5.9443  0.8917  8.5914
H  5.1932  1.7615  7.2456
H  6.4538  0.5657  6.9344
H  5.9841  -0.8850  5.2794
H  5.3113  -1.0949  2.9154
H  1.9319  0.0144  6.4134

Record 3
This record from OMol25 describes a molecular structure, C43H71N5O5P2STi in a non-equilibrium geometry. The level of theory is ωB97M-V with the def2-TZVPD basis set.

Spin multiplicity: 1
HOMO energy (alpha / beta) in eV: -10.97 / -10.97
Total charge: +2
Frontier orbital gap (alpha / beta) in eV: 5.78 / 5.78

Element x y z (Å)
Ti  0.0000  0.0000  0.0000
C  2.3746  -1.8436  2.0443
C  2.2793  -2.3724  0.6090
C  2.6882  -1.2642  -0.3679
C  0.8933  -2.9286  0.2406
C  0.4726  -4.1691  1.0002
O  -0.9293  -3.9993  1.1633
C  -1.1511  -2.6663  0.9866
N  -0.1735  -1.9557  0.5209
C  -2.5308  -2.2358  1.3884
C  -3.3454  -3.2352  1.9771
C  -4.6516  -2.9805  2.3957
C  -5.1835  -1.7142  2.2362
C  -4.4058  -0.7096  1.6626
C  -3.0712  -0.9307  1.2313
P  -2.1894  0.5082  0.4909
C  -2.4494  1.8852  1.6439
C  -2.4959  3.2147  1.1956
C  -2.6287  4.2797  2.0932
C  -2.6873  4.0366  3.4623
C  -2.6014  2.7313  3.9336
C  -2.4734  1.6693  3.0333
C  -3.1984  0.7935  -0.9929
C  -4.3527  1.5854  -1.0437
C  -5.0682  1.7381  -2.2364
C  -4.6462  1.0928  -3.3958
C  -3.5082  0.2932  -3.3651
C  -2.7921  0.1464  -2.1747
H  3.3893  -1.4866  2.2531
H  2.1489  -2.6213  2.7789
H  1.6894  -1.0063  2.2133
H  3.0075  -3.1871  0.5030
H  2.0149  -0.4026  -0.3042
H  2.6750  -1.6303  -1.4000
H  3.7038  -0.9142  -0.1539
H  0.8700  -3.1497  -0.8352
H  0.9271  -4.2744  1.9888
H  0.6712  -5.0809  0.4286
H  -2.9711  -4.2471  2.1221
H  -5.2463  -3.7736  2.8408
H  -6.2007  -1.5008  2.5537
H  -4.8640  0.2729  1.5585
H  -2.4136  3.4435  0.1345
H  -2.6690  5.2996  1.7200
H  -2.7779  4.8639  4.1608
H  -2.6173  2.5346  5.0025
H  -2.3723  0.6652  3.4406
H  -4.7208  2.0936  -0.1564
H  -5.9592  2.3602  -2.2564
H  -5.2043  1.2095  -4.3205
H  -3.1746  -0.2190  -4.2637
H  -1.9053  -0.4874  -2.1762
O  -1.0480  -0.8201  -1.4467
H  -2.0304  -0.8007  -1.5697
H  -0.7120  -1.3452  -2.2160
O  -0.5510  1.2346  -1.4269
H  -0.0054  1.9332  -1.8682
H  -1.4365  1.2972  -1.8658
O  -0.0924  0.0034  1.9635
H  -0.4667  -0.6979  2.5540
H  0.2251  0.7068  2.5840
N  0.7564  1.8128  0.5558
P  1.3153  3.3001  1.0056
N  0.1909  4.4224  0.6316
C  0.0009  5.6268  1.4326
C  -1.1423  6.5229  0.9621
C  -0.9816  6.8951  -0.5040
C  -0.5824  5.7005  -1.3665
C  -0.5742  4.3748  -0.6063
N  1.5337  3.3511  2.6317
C  2.8586  3.4537  3.2378
C  2.8093  4.0240  4.6564
C  1.8802  3.2194  5.5511
C  0.5136  3.0933  4.8960
C  0.6264  2.5573  3.4701
N  2.6973  3.6074  0.1966
C  3.7052  2.5617  0.0155
C  5.1386  3.0463  0.2223
C  5.5002  4.1998  -0.7058
C  4.2733  4.9787  -1.1634
C  3.1586  4.9550  -0.1194
H  0.9298  6.2089  1.4348
H  -0.2048  5.3519  2.4727
H  -1.1799  7.4322  1.5731
H  -2.0998  6.0076  1.1097
H  -0.2160  7.6751  -0.6019
H  -1.9148  7.3349  -0.8744
H  0.4115  5.8836  -1.7927
H  -1.2648  5.6240  -2.2214
H  -0.1740  3.6067  -1.2778
H  -1.6032  4.0704  -0.3780
H  3.4893  4.1324  2.6595
H  3.3518  2.4746  3.2369
H  2.4657  5.0662  4.6177
H  3.8176  4.0382  5.0852
H  1.7861  3.7028  6.5296
H  2.3035  2.2222  5.7210
H  0.0230  4.0748  4.8798
H  -0.1221  2.4288  5.4920
H  -0.3807  2.5630  3.0364
H  0.9592  1.5119  3.4883
H  3.5994  2.1395  -0.9911
H  3.5270  1.7381  0.7164
H  5.8416  2.2185  0.0737
H  5.2660  3.3696  1.2629
H  6.0341  3.8231  -1.5863
H  6.1977  4.8683  -0.1870
H  3.8984  4.5466  -2.1006
H  4.5562  6.0125  -1.3926
H  2.3324  5.5503  -0.5159
H  3.4998  5.4573  0.7923
C  3.6061  1.4843  -1.7705
C  3.2378  0.1267  -2.3378
S  1.5809  -0.3653  -1.7751
O  0.5730  0.4603  -2.5179
C  1.5768  -2.0433  -2.4761
C  1.4623  -2.0689  -3.9872
H  4.6081  1.7739  -2.1022
H  3.6020  1.4716  -0.6753
H  2.9038  2.2575  -2.1001
H  3.9563  -0.6254  -1.9986
H  3.2504  0.1647  -3.4299
H  0.7151  -2.5585  -2.0393
H  2.4786  -2.5646  -2.1411
H  0.5641  -1.5458  -4.3309
H  1.4013  -3.1039  -4.3393
H  2.3276  -1.6076  -4.4711
H  1.5149  -0.3743  0.8152